{
  "formula": "C5H6ClNPS2",
  "method": "the ωB97M-V functional and the def2-TZVPD basis",
  "total_charge": 1,
  "total_energy_ha": -1846.46359,
  "gap_ev": [5.33, 5.39],
  "e_above_lowest_kj_mol": 256.3,
  "homo_ev": [-12.991, -13.040],
  "species": ["C", "C", "C", "C", "C", "N", "P", "S", "S", "Cl", "H", "H", "H", "H", "H", "H"],
  "positions_angstrom": [[0.57, 2.02, 0.34], [1.74, 1.25, 0.48], [-0.64, 1.48, 0.00], [1.64, -0.10, 0.23], [-0.68, 0.05, -0.13], [0.48, -0.65, 0.07], [0.65, -2.77, 0.00], [2.33, -3.18, -0.87], [-2.47, -3.79, -0.23], [0.55, -3.07, 1.96], [0.66, 3.15, 0.47], [2.74, 1.68, 0.82], [-1.47, 2.17, -0.13], [2.49, -0.71, 0.43], [-1.47, -0.58, -0.30], [-2.27, -3.87, 1.11]]
}

{
  "formula": "C5H6CrN2O4S",
  "method": "the ωB97M-V functional and the def2-TZVPD basis",
  "total_charge": 2,
  "total_energy_ha": -2046.36976,
  "s2": 6.042,
  "gap_ev": [7.02, 6.85],
  "homo_ev": [-16.468, -18.009],
  "spin_multiplicity": 5,
  "species": ["Cr", "C", "O", "C", "O", "C", "O", "C", "O", "H", "H", "N", "C", "N", "S", "H", "H", "H", "H"],
  "positions_angstrom": [[0.98, 0.14, -1.07], [1.19, -0.64, 0.65], [1.37, -1.16, 1.78], [2.73, -0.19, -1.39], [3.90, -0.41, -1.61], [1.38, 1.82, -0.31], [1.67, 2.87, 0.18], [0.48, -1.55, -1.73], [0.20, -2.63, -2.14], [0.00, 1.97, -5.02], [0.73, 1.84, -5.19], [-2.71, -0.87, 1.41], [-1.54, -0.22, 1.69], [-1.25, 0.31, 2.90], [-0.49, -0.04, 0.45], [-3.42, -0.99, 2.13], [-2.93, -1.28, 0.47], [-0.37, 0.81, 3.12], [-1.93, 0.23, 3.68]]
}

Copy entry 1 word for word.
{
  "formula": "C5H6ClNPS2",
  "method": "the ωB97M-V functional and the def2-TZVPD basis",
  "total_charge": 1,
  "total_energy_ha": -1846.46359,
  "gap_ev": [5.33, 5.39],
  "e_above_lowest_kj_mol": 256.3,
  "homo_ev": [-12.991, -13.040],
  "species": ["C", "C", "C", "C", "C", "N", "P", "S", "S", "Cl", "H", "H", "H", "H", "H", "H"],
  "positions_angstrom": [[0.57, 2.02, 0.34], [1.74, 1.25, 0.48], [-0.64, 1.48, 0.00], [1.64, -0.10, 0.23], [-0.68, 0.05, -0.13], [0.48, -0.65, 0.07], [0.65, -2.77, 0.00], [2.33, -3.18, -0.87], [-2.47, -3.79, -0.23], [0.55, -3.07, 1.96], [0.66, 3.15, 0.47], [2.74, 1.68, 0.82], [-1.47, 2.17, -0.13], [2.49, -0.71, 0.43], [-1.47, -0.58, -0.30], [-2.27, -3.87, 1.11]]
}